Density functional theory data (ωB97M-V/def2-TZVPD) for a 2-piece molecular cluster, C7H11NO5PS overall in a non-equilibrium geometry.

Calculated values
Net charge: -1
Total energy (Eh): -1443.71091
<S²>: 2.008
Multiplicity: 3
HOMO energy (alpha / beta) (eV): -1.0 / -5.7

XYZ file:
```
26
Properties=species:S:1:pos:R:3:forces:R:3:mulliken_charge:R:1
C 2.026686 -0.423817 -0.338298 1.023 -0.011 4.379 -0.36
C 0.053938 -1.475344 -0.039651 -3.447 0.135 0.174 0.46
C -2.147797 2.409188 -0.777527 -1.466 -2.810 2.275 0.14
C -1.235757 -1.221274 0.657157 -2.778 -1.242 2.835 -0.56
C -2.168144 -0.123482 0.075508 2.871 -0.383 -2.033 -1.32
C -0.297240 1.590777 0.571984 -0.593 1.012 1.686 -0.77
C -1.365770 1.098217 -0.377368 -1.705 1.486 -1.204 0.14
N 4.234508 -0.559589 -2.260925 -0.871 -3.331 4.677 -0.85
O 0.044233 -1.904619 -1.144233 0.571 -1.253 -2.374 -0.47
O -3.287810 2.577075 -0.406805 -0.431 -0.017 -0.315 -0.61
O 1.073805 -1.085618 0.638500 2.209 -0.076 -1.172 -0.15
O -1.524810 3.372283 -1.370435 2.941 1.053 -1.628 -0.49
O 1.428766 2.360034 -1.391348 0.438 0.679 0.026 -0.66
P 1.196256 1.235202 -0.437570 -0.716 -0.424 -1.280 0.45
S 2.677670 0.673755 1.003841 1.660 0.496 -1.033 -0.34
H 4.374516 -0.634732 -1.127817 0.700 1.106 -3.566 0.38
H -1.098994 -1.063262 1.773007 0.116 -0.111 -1.241 0.34
H -1.946034 -2.127478 0.576184 1.490 0.853 0.196 0.37
H -2.524579 -0.633853 -0.810186 -0.578 0.369 -0.427 0.37
H -2.957884 0.095077 0.687374 -1.907 0.496 1.799 0.50
H -0.375242 2.720144 0.680546 0.204 -1.245 0.314 0.52
H -0.400766 1.079775 1.574084 0.500 0.669 -1.070 0.29
H -0.946265 0.715419 -1.318977 0.700 0.359 -0.014 0.48
H 3.237371 -0.836013 -2.071909 0.723 0.812 -1.587 0.49
H -0.547928 3.170376 -1.572363 -1.334 -0.014 0.379 0.41
H 4.347916 0.346956 -2.629761 -0.321 1.393 0.204 0.25
```
Positions in Å, forces in eV/Å.